Entry from OMol25: the molecule C6H9N (ωB97M-V with the def2-TZVPD basis set).

Last columns: bonded neighbours and bond lengths (Å).
Positions of all 16 atoms, in Å:
1 C -1.388 -1.291 1.793  C2 1.497, H8 1.097, H9 1.093, H10 1.097
2 C -0.578 -0.633 0.721  C1 1.497, C3 1.376, N7 1.370
3 C -0.520 0.654 0.237  C2 1.376, C4 1.429, H11 1.085
4 C 0.508 0.713 -0.754  C3 1.429, C5 1.502, C6 1.373
5 C 0.953 1.927 -1.519  C4 1.502, H12 1.096, H13 1.097, H14 1.095
6 C 1.035 -0.552 -0.847  C4 1.373, N7 1.372, H15 1.082
7 N 0.375 -1.354 0.050  C2 1.370, C6 1.372, H16 1.007
8 H -0.846 -1.326 2.746  C1 1.097
9 H -2.333 -0.769 1.965  C1 1.093
10 H -1.626 -2.325 1.513  C1 1.097
11 H -1.146 1.482 0.552  C3 1.085
12 H 1.244 1.672 -2.544  C5 1.096
13 H 1.816 2.414 -1.047  C5 1.097
14 H 0.150 2.670 -1.574  C5 1.095
15 H 1.821 -0.944 -1.478  C6 1.082
16 H 0.534 -2.339 0.187  N7 1.007

Summary:
Relative energy (zero: lowest compared OMol25 entry of this formula, charge and spin) (kJ/mol): 8.4
Total charge: 0
SMILES: Cc1c[nH]c(C)c1
E_tot (Ha): -288.77886
Gap between HOMO and LUMO (eV): 8.846